[1]
46
Properties=species:S:1:pos:R:3:forces:R:3:mulliken_charge:R:1 method="wB97M-V/def2-TZVPD" total_energy_ev=-126562.7370 e_homo_ha=-0.4010 charge=+1 homo_lumo_gap_ev=6.73 lumo_energy_ev=-4.18 multiplicity=1 e_above_lowest_kcal_mol=16.2
C 0.37229 -1.95972 3.90636 -0.009 0.532 0.413 -1.284
C -0.03472 -0.51237 3.60845 0.133 -0.436 -0.634 -0.644
C 0.59698 -0.00874 2.31819 -0.607 0.123 0.404 0.104
Br 2.49924 0.29930 2.53560 0.029 0.053 -0.016 -0.018
P -0.17664 1.47668 1.52543 1.050 0.973 -0.856 0.229
C -0.98491 2.43486 2.90369 0.546 -0.244 0.217 -0.271
O -0.18334 3.52056 3.37392 -0.169 0.431 -0.161 -0.269
O 1.15758 3.40475 2.89079 0.075 -0.773 0.259 -0.270
S -1.78628 0.73676 0.35282 -0.804 -0.326 0.552 -0.505
C -1.38270 1.37990 -1.31053 0.416 -0.226 0.624 -0.464
C -0.89267 0.38649 -2.34586 1.015 0.446 -2.019 0.348
O -0.24537 0.81007 -3.28595 -1.186 -0.702 1.643 -0.448
O -1.28126 -0.91952 -2.25702 -0.069 0.857 0.400 -0.375
C -0.43081 -1.76139 -1.48397 0.234 -0.676 -0.499 -0.244
C 0.98425 -1.89214 -2.00532 0.681 -0.569 0.514 0.077
C 1.96418 -0.83861 -1.47501 -0.965 0.167 -0.628 -0.674
O 0.96823 -1.97787 -3.42600 0.105 0.835 -0.279 -0.333
C 2.15606 -2.28150 -3.99503 1.079 -1.631 0.300 0.470
O 2.89670 -3.15977 -3.57523 -1.064 1.495 -0.147 -0.556
C 2.49632 -1.49967 -5.23495 0.264 -0.610 0.213 -0.475
S 3.27163 0.09841 -4.91184 -0.372 0.674 -0.022 -0.222
H 1.09300 -1.97167 4.70786 0.368 -0.178 0.174 0.346
H -0.47728 -2.53896 4.23371 -0.257 -0.216 0.065 0.355
H 0.81113 -2.43392 3.04235 0.120 -0.221 -0.269 0.344
H -1.10758 -0.47546 3.44988 -0.382 0.071 0.052 0.300
H 0.21616 0.15290 4.42007 0.002 0.197 0.334 0.453
H 0.52238 -0.79824 1.58829 0.020 -0.196 -0.436 -0.003
H -1.91232 2.86308 2.54091 -0.210 0.143 -0.232 0.298
H -1.18659 1.82213 3.77420 -0.194 -0.294 0.132 0.280
H 1.36772 4.30035 2.61117 -0.194 0.354 -0.118 0.308
H -0.59710 2.10856 -1.19279 0.253 0.314 0.049 0.428
H -2.25297 1.90422 -1.66616 -0.369 0.030 -0.358 0.521
H -0.88625 -2.73696 -1.50785 -0.424 -0.254 -0.185 0.465
H -0.38161 -1.46752 -0.44416 -0.071 0.268 0.281 -0.111
H 1.33894 -2.84851 -1.63774 -0.029 -0.363 0.209 0.555
H 2.14539 -0.10954 -2.25241 0.320 0.215 -0.212 0.256
H 2.87282 -1.28603 -1.11795 0.417 -0.056 0.099 0.361
H 1.47223 -0.29309 -0.68255 0.096 0.201 0.548 -0.170
H 1.62942 -1.35966 -5.85908 -0.395 0.432 -0.042 0.339
H 3.19096 -2.10472 -5.78779 0.293 -0.299 -0.205 0.391
H 4.06891 -0.20544 -3.88078 0.030 -0.402 -0.076 0.143
N -4.78132 1.95025 1.51174 -0.123 0.070 -0.020 -0.326
H -5.41026 1.15366 1.39738 -0.003 -0.019 -0.006 0.407
H -3.86565 1.72803 1.07409 0.380 -0.204 -0.094 0.093
H -5.18825 2.77236 1.06296 -0.028 0.012 0.008 0.384
H -4.64665 2.13769 2.50609 -0.003 0.001 0.023 0.407

[2]
10
Properties=species:S:1:pos:R:3:forces:R:3:mulliken_charge:R:1 method="wB97M-V/def2-TZVPD" total_energy_ev=-16986.7253 e_homo_ha=-0.2905 charge=0 homo_lumo_gap_ev=7.83 lumo_energy_ev=-0.07 multiplicity=1 e_above_lowest_kcal_mol=109.9
C 1.84812 -0.95975 -0.05529 0.552 -2.322 -0.011 0.054
C 2.96553 -0.29198 0.01407 -0.434 0.926 -0.376 0.182
C -0.33568 0.05565 -0.04850 1.081 1.797 -1.842 0.098
N 0.48971 -0.90223 -0.00020 -2.137 0.711 0.185 -0.435
N -0.03966 1.49540 -0.16875 0.742 2.903 -1.112 -0.629
S 4.37258 0.34477 -0.07602 0.321 0.192 0.186 -0.356
H 2.13211 -2.04415 -0.09926 0.176 0.714 0.004 0.227
H 0.29882 2.54975 -0.86827 -0.806 -5.394 2.114 0.323
H -1.45484 -0.08489 -0.06135 1.371 -0.291 0.425 0.289
H -0.81817 1.89267 0.29390 -0.866 0.764 0.426 0.245

[3]
15
Properties=species:S:1:pos:R:3:forces:R:3:mulliken_charge:R:1 method="wB97M-V/def2-TZVPD" total_energy_ev=-9868.6375 e_homo_ha=-0.3032 smiles=C[C@H]1Nc2cocc21 charge=0 homo_lumo_gap_ev=9.18 lumo_energy_ev=0.93 multiplicity=1 e_above_lowest_kcal_mol=92.7
C -1.99011 -0.58206 0.45744 -2.006 -1.507 3.463 -1.142
C -0.92256 0.05751 -0.36107 -1.662 0.363 -2.231 0.419
N -0.47967 1.45858 -0.03465 0.150 0.527 0.006 -0.533
C 0.89686 0.95815 -0.04729 0.337 -0.449 0.143 0.300
C 2.23315 0.89863 0.29892 -0.958 0.403 -0.819 -0.595
O 2.55331 -0.41377 0.19157 1.597 -1.728 -0.674 -0.297
C 1.48612 -1.24155 -0.25538 3.115 1.528 1.397 -0.782
C 0.51656 -0.39167 -0.34775 -3.764 2.084 -0.175 0.605
H -1.88281 -0.21416 1.60598 -0.599 -0.844 -2.597 0.260
H -3.12576 -0.34685 0.01202 3.119 -0.622 1.476 0.268
H -1.83549 -1.77342 0.52026 -0.483 2.708 -0.395 0.258
H -1.52868 0.07756 -1.28574 1.462 0.002 -0.732 0.214
H -0.81306 2.18983 -0.71093 0.955 -1.030 0.857 0.263
H 3.12329 1.56248 0.38665 -1.232 -0.559 0.257 0.331
H 1.76885 -2.23927 -0.43003 -0.029 -0.875 0.024 0.433

[4]
144
Properties=species:S:1:pos:R:3:forces:R:3:mulliken_charge:R:1 method="wB97M-V/def2-TZVPD" total_energy_ev=-103532.5350 e_homo_ha="-0.2418 / -0.2418" charge=-1 homo_lumo_gap_ev="8.17 / 6.90" lumo_energy_ev="1.59 / 0.32" multiplicity=2
Ag 0.84526 0.61452 0.85189 0.200 -0.228 -0.238 2.578
P -0.40467 2.90844 1.85248 -0.749 2.501 4.092 1.429
O -1.15826 3.92530 0.99942 0.517 -0.717 1.209 -1.160
O 0.99106 2.63699 1.30951 2.694 -0.123 -0.684 0.604
O -0.93803 1.49624 1.59385 -1.581 -1.483 0.462 -0.159
O -0.26542 3.21733 3.41963 -0.686 -0.498 -4.090 -1.297
O 3.20585 3.61484 2.55437 1.163 0.375 -0.076 -0.821
H 2.74182 3.57747 3.39074 -0.200 -0.135 0.246 0.294
H 2.60897 3.20223 1.93011 -0.436 -0.158 -0.077 0.168
O -1.92208 1.03832 4.12151 -0.455 -0.941 0.734 -0.894
H -1.73881 1.31429 3.22346 0.177 0.142 -0.524 0.022
H -1.28136 1.51057 4.65319 0.314 0.687 0.499 0.370
O 1.71091 4.36598 -0.37284 1.310 0.389 -0.651 -0.763
H 1.44864 3.67359 0.23382 -0.195 -0.653 0.371 0.308
H 0.93900 4.92747 -0.44437 -0.567 0.584 -0.532 0.040
O 2.87009 0.14434 1.96133 0.138 -0.618 0.164 -0.394
H 2.98211 0.68818 2.74102 -0.329 0.617 0.618 0.197
H 3.74483 -0.20013 1.78131 0.237 0.182 -0.418 -0.006
O -2.59455 2.52996 -0.60229 -0.430 -0.926 -2.038 -0.852
H -2.05601 3.07000 -0.02386 0.500 0.827 0.620 0.278
H -3.09787 1.97172 -0.00962 -0.599 -0.100 0.394 0.579
O 2.49131 0.69244 -0.89143 0.286 -0.098 -0.087 0.085
H 3.43388 0.61784 -1.04054 0.349 0.183 0.412 -0.013
H 2.11583 0.77898 -1.76764 -0.634 0.256 -0.599 -0.020
C -5.05052 -2.33752 -3.91391 0.351 0.224 2.008 -1.783
C -3.95170 -3.45676 -3.96000 -1.181 -0.823 -0.973 1.041
C -2.98055 -2.94889 -5.03161 1.274 -0.908 -0.215 -1.024
C -1.65116 -3.74130 -5.12205 -1.856 -0.168 2.213 -1.271
C -1.08814 -3.93419 -3.69944 0.326 0.092 -0.765 0.495
C -2.02350 -4.45237 -2.56671 0.201 0.198 -0.134 1.281
N -3.25022 -3.63114 -2.67436 0.062 1.389 -0.159 1.309
O -4.16421 -3.64292 -1.58063 0.520 -1.815 -0.924 -0.649
C -2.22577 -6.00602 -2.75069 0.777 0.254 -0.453 -1.885
C -1.23838 -4.10250 -1.23505 -1.067 -0.063 -0.683 -1.168
C -4.74221 -4.75939 -4.43223 -0.393 0.551 -0.293 -1.783
H -5.81998 -2.56089 -3.17490 -0.258 -0.517 -0.284 0.443
H -5.52472 -1.99147 -4.83232 0.356 -0.664 -0.304 0.389
H -4.64091 -1.44228 -3.44608 0.526 0.200 -0.177 0.290
H -3.44572 -3.06075 -6.01100 -0.319 0.521 0.016 0.499
H -2.71477 -1.91634 -4.80509 -0.276 0.197 -0.134 0.309
H -0.92234 -3.21137 -5.73532 -0.055 -0.540 -0.311 0.427
H -1.92709 -4.76721 -5.36590 0.343 0.050 -1.184 0.364
H -0.62629 -2.99288 -3.40156 0.064 -0.023 0.306 -0.867
H -0.31081 -4.67266 -3.89573 0.461 -0.096 0.703 0.231
H -3.00963 -6.50765 -2.18322 -0.084 0.437 0.052 0.296
H -2.31450 -6.26180 -3.80653 -0.802 0.320 -0.179 0.390
H -1.29661 -6.55398 -2.59415 0.314 0.202 0.833 0.453
H -0.89034 -3.07021 -1.19859 -0.320 0.178 -0.300 -0.364
H -1.90622 -4.22706 -0.38265 0.214 -0.358 0.136 0.626
H -0.32053 -4.68485 -1.15430 -0.242 -0.460 0.077 0.469
H -5.42031 -4.51285 -5.24924 -0.010 0.512 -0.198 0.520
H -5.44119 -5.09389 -3.66565 0.348 -0.038 0.394 0.355
H -4.23272 -5.62887 -4.84759 0.674 0.120 0.471 0.266
H -3.98893 -2.80679 -1.14273 0.022 0.790 0.309 0.479
C 4.47241 5.69683 -1.62748 -0.753 -0.907 0.711 -0.292
C 4.62049 6.18748 -0.18912 0.234 -0.040 0.097 -0.473
O 3.37841 6.49227 0.36792 -0.068 0.204 0.350 -0.547
O 4.21387 4.24149 -1.67418 1.728 1.233 -0.843 -0.610
H 5.35386 5.96572 -2.20958 0.111 -0.673 -0.157 0.386
H 3.61629 6.22207 -2.05089 -0.072 0.023 -0.141 0.224
H 5.22040 7.07983 -0.01049 0.256 0.133 -0.711 0.355
H 5.11439 5.39308 0.37043 0.152 -0.260 0.181 0.168
H 2.93910 5.64031 0.42054 -0.925 -0.295 0.177 0.453
H 3.52246 3.95280 -1.07401 -0.653 0.725 0.179 0.302
C -0.84385 -0.30005 -2.14939 -0.576 1.275 -1.290 2.069
C -0.44236 0.62552 -3.35276 -0.658 -1.637 -1.233 -1.055
O 0.90369 1.00721 -3.36334 1.819 0.361 1.111 -0.572
O -0.78769 0.44353 -0.98865 1.512 -0.922 1.247 -0.594
H -0.27583 -1.23017 -2.13097 0.836 0.517 0.330 -1.555
H -1.85086 -0.71638 -2.17602 -0.492 0.182 -1.105 -0.081
H -1.00932 1.53628 -3.54556 -0.761 -0.296 0.732 0.536
H -0.45288 0.04609 -4.27594 -1.155 -0.514 -0.208 0.331
H 0.95871 1.87672 -3.76649 0.201 0.080 0.229 0.278
H -1.42649 1.16006 -0.97884 -0.825 1.043 -0.009 0.133
C 2.56949 -3.74844 -4.42669 -0.447 -2.335 -1.158 -0.767
C 2.45695 -3.79551 -2.92434 0.795 0.083 -0.043 -0.056
O 2.23105 -2.49380 -2.46746 -0.100 1.058 0.021 -0.073
O 2.83428 -5.06877 -4.95944 0.618 0.275 -0.097 -0.596
H 3.43741 -3.21212 -4.81032 0.022 0.402 0.556 0.495
H 1.68575 -3.34378 -4.92001 -0.267 0.222 0.226 0.288
H 3.42817 -4.11621 -2.54751 -0.039 -0.435 0.175 0.344
H 1.65457 -4.40350 -2.50645 0.041 -0.360 -0.466 0.011
H 2.38483 -1.91188 -3.21533 -0.068 0.572 0.224 0.122
H 2.12907 -5.71777 -4.90385 -0.439 0.473 0.306 0.307
C 1.40067 1.09637 5.47223 0.381 1.516 -1.196 -0.108
C 0.77395 2.03754 6.45888 0.513 0.819 0.594 -0.551
O -0.35802 2.68232 5.97760 -1.527 -0.959 0.909 -0.580
O 1.79716 1.86326 4.30290 1.761 -1.313 1.101 -0.592
H 0.73058 0.32279 5.09721 -0.010 -0.404 0.580 -0.092
H 2.32065 0.74115 5.93652 -0.029 -0.516 -0.267 0.383
H 1.43171 2.86325 6.73029 1.016 -0.201 -0.223 0.323
H 0.62763 1.56288 7.42913 -0.756 -0.379 -0.053 0.425
H -0.18328 3.03429 5.10171 0.092 0.653 -0.877 0.363
H 1.03998 2.18870 3.81059 -1.148 0.520 -0.233 0.191
C 1.35644 -2.62668 0.85143 -1.670 0.046 0.791 -1.021
C 0.18237 -2.50721 1.93423 1.685 0.068 -1.877 -0.363
O 0.14854 -1.17137 2.40436 0.652 -0.864 -0.222 -0.331
O 1.16091 -1.69409 -0.17116 -0.830 0.811 0.580 -0.158
H 1.29112 -3.59791 0.36098 0.202 -0.545 0.571 0.507
H 2.32198 -2.44681 1.32417 0.049 -0.252 0.281 0.324
H 0.43056 -3.27979 2.66198 -0.182 0.252 0.557 0.541
H -0.77869 -2.73325 1.47230 0.027 -0.285 -0.163 -0.019
H -0.45530 -1.17626 3.15065 -0.324 0.067 0.330 0.220
H 1.68019 -1.95424 -0.93554 0.234 0.166 -0.406 -0.177
C -2.70360 -2.25926 5.12217 -0.501 0.838 -0.421 -0.392
C -3.45159 -1.34372 6.10776 1.322 0.631 -0.915 -0.629
O -3.97188 -0.18316 5.42503 -0.924 -1.712 0.902 -0.566
O -1.64073 -1.61704 4.40590 0.208 -1.503 0.934 -0.618
H -3.42184 -2.56259 4.36045 -0.348 -0.227 0.037 0.248
H -2.38752 -3.15934 5.64948 0.542 0.060 -0.081 0.489
H -2.78493 -0.96371 6.88188 0.310 -0.257 0.181 0.285
H -4.15064 -2.01027 6.61287 -0.812 0.594 -0.209 0.405
H -3.23261 0.41166 5.27921 0.166 0.403 -0.322 0.370
H -1.80586 -0.67324 4.34626 -0.394 1.139 0.034 0.183
C -0.50285 7.00920 -0.02854 0.665 -1.668 0.688 -0.222
C -1.56596 7.23279 1.01126 -0.683 -1.526 0.664 -0.488
O -1.44833 6.31126 2.14649 -0.349 2.451 -1.069 -0.649
O -0.66319 5.72671 -0.73203 -0.047 2.352 -1.811 -0.760
H 0.48191 6.85598 0.41290 0.178 1.016 0.287 0.110
H -0.53651 7.85380 -0.71673 0.209 -0.400 -0.458 0.336
H -2.46930 7.07401 0.42231 -0.644 -0.595 0.153 0.249
H -1.76212 8.24617 1.36154 0.974 0.109 0.312 0.427
H -1.34603 5.44121 1.75387 -0.065 -0.735 -0.018 0.318
H -0.87473 4.94369 -0.21850 -0.429 0.028 1.223 0.732
C 7.37833 -0.20617 0.59728 -0.645 -0.271 -0.291 -0.289
C 6.29498 0.61993 -0.17299 1.972 -0.594 0.833 -0.570
O 5.26888 1.04109 0.68001 -0.414 -0.352 -0.179 -0.171
O 6.99792 -1.57463 0.64988 0.100 -0.523 -0.321 -0.546
H 7.52736 0.06753 1.64178 -0.027 0.888 -0.035 0.235
H 8.34069 -0.17401 0.08647 -0.041 0.011 -0.075 0.326
H 5.92255 -0.09830 -0.90343 -0.361 0.264 -0.131 0.278
H 6.79544 1.44343 -0.68240 -0.234 0.232 -0.133 0.314
H 5.61882 1.71844 1.26339 -0.203 0.292 0.108 0.200
H 6.08478 -1.61786 0.94297 -0.097 0.001 0.124 0.279
C -3.19890 -1.35624 0.92523 -0.123 1.083 -0.275 0.695
C -3.81114 -0.28081 1.80969 0.972 0.596 0.511 -0.321
O -3.44426 1.09961 1.49605 -2.367 -1.971 -0.121 -0.684
O -3.91080 -1.34789 -0.31439 -0.281 -0.454 -0.240 -0.596
H -3.31073 -2.30768 1.44518 -0.134 -0.204 -0.376 0.535
H -2.16357 -1.19474 0.62506 0.339 0.120 0.752 -0.756
H -3.55002 -0.51374 2.84200 0.087 0.259 0.172 -0.015
H -4.89105 -0.41252 1.74214 -0.032 0.423 -0.145 0.465
H -2.48958 1.19403 1.53161 1.059 -0.199 0.085 0.019
H -3.72883 -0.48749 -0.69935 -0.101 0.185 -0.202 0.247

[5]
11
Properties=species:S:1:pos:R:3:forces:R:3:mulliken_charge:R:1 method="wB97M-V/def2-TZVPD" total_energy_ev=-8776.5333 e_homo_ha=-0.3655 charge=0 homo_lumo_gap_ev=10.71 lumo_energy_ev=0.76 multiplicity=1 e_above_lowest_kcal_mol=26.8
N -0.24166 -1.40406 0.66805 -0.113 -0.121 -0.129 -0.643
C -0.39533 -0.05402 0.20003 -0.049 0.169 0.098 0.237
C 0.73778 0.96450 0.42092 0.101 0.051 0.315 -0.439
O 0.72305 1.30212 -0.99579 0.017 0.011 -0.138 -0.329
C -0.16988 0.31221 -1.27550 -0.286 -0.254 -0.559 0.445
O -0.54762 -0.05753 -2.34491 0.207 0.146 0.563 -0.547
H 0.09710 -2.02664 -0.05616 0.043 0.074 0.063 0.250
H -1.11512 -1.78154 1.00993 0.086 0.016 -0.047 0.257
H -1.35462 0.35819 0.52553 0.103 -0.012 -0.036 0.272
H 0.51172 1.84136 1.03103 0.043 -0.116 -0.083 0.227
H 1.69366 0.51808 0.70442 -0.151 0.036 -0.047 0.270

[6]
14
Properties=species:S:1:pos:R:3:forces:R:3:mulliken_charge:R:1 method="wB97M-V/def2-TZVPD" total_energy_ev=-16060.8269 e_homo_ha="-0.2257 / -0.3426" charge=0 homo_lumo_gap_ev="7.18 / 7.87" lumo_energy_ev="1.03 / -1.45" multiplicity=3 e_above_lowest_kcal_mol=71.6
C 1.67404 0.71905 -0.31423 -0.435 1.273 0.523 -0.179
C 2.20185 -0.58401 0.20058 4.336 -0.010 -3.329 -0.538
C -2.80074 0.08544 -0.26101 0.587 -0.192 -2.009 -0.570
N 1.03383 -0.54685 -0.51803 -2.307 -0.556 -1.500 -0.077
O -1.49935 -0.50485 -0.53683 -0.703 0.723 0.126 -0.172
P -0.29425 -1.23187 0.24023 -0.990 -0.706 0.668 -0.134
H 1.07843 1.33673 0.41620 1.225 -0.241 -0.768 0.100
H 2.16008 1.25291 -1.16565 -0.688 -0.680 0.658 0.218
H 3.03635 -1.08520 -0.42108 -0.929 0.988 1.271 0.205
H 2.33198 -0.68548 1.20681 -0.321 -0.578 2.758 0.353
H -3.54871 -0.59119 0.14118 0.309 -0.284 0.210 0.266
H -3.01515 0.29405 -1.31135 -0.981 0.087 0.226 0.246
H -2.86290 1.06292 0.21308 0.817 -0.157 0.625 0.270
H 0.50454 0.47833 2.11009 0.081 0.334 0.542 0.013